10 unconnected molecules or ions with the total composition BH22O9 in a non-equilibrium geometry, computed with ωB97M-V with the def2-TZVPD basis set.

Output
Lowest unoccupied orbital energy   2.59 eV
Total charge   -1
Energy above the lowest of the compared OMol25 structures with the same formula, charge and spin   64.6 kcal per mole
HOMO   -7.091 eV
Total energy   -715.139139 Ha

Atoms and positions in Å:
O (1.18806, -2.22150, -2.27219)
O (-0.49794, -1.45650, 3.57181)
O (-1.61694, -2.56350, -2.09819)
O (1.89806, 3.27350, -0.77019)
O (3.19906, 0.75550, 2.00681)
O (2.30006, -3.12150, 0.37181)
O (-1.43294, 3.37050, -0.08519)
O (-2.82394, -0.19450, 1.05481)
O (-3.89994, 1.52150, -0.70019)
B (0.19306, -0.18450, 0.01181)
H (-3.07194, 1.83850, -0.76019)
H (2.48406, 0.31050, 1.72281)
H (-0.21794, -1.35050, 0.16081)
H (2.59206, 3.29950, -1.54019)
H (-1.94894, -0.21950, 0.55681)
H (-3.66494, 0.96150, 0.09081)
H (1.17206, -1.54250, -1.77519)
H (0.01806, 0.40450, 0.93781)
H (-0.45694, -1.31150, 2.57181)
H (-0.56594, 0.33950, -0.85319)
H (-0.69594, -2.39050, -1.75119)
H (-2.90694, 0.71450, 1.40481)
H (3.81806, 0.76550, 1.19381)
H (1.34506, 2.57650, -0.99219)
H (2.66406, -3.45050, -0.56119)
H (0.46806, -1.55650, 3.66181)
H (0.95706, -1.77350, -3.23519)
H (-1.03394, 4.27250, 0.13181)
H (1.40806, -0.01950, -0.39619)
H (-0.73294, 2.82850, 0.31681)
H (1.87506, -2.19050, 0.14681)
H (-2.01194, -1.68550, -2.12319)

---

A gas-phase ion, C4H9N4O (charge +1) in a non-equilibrium geometry, computed with ωB97M-V with the def2-TZVPD basis set.

Output
Lowest unoccupied orbital energy   -3.21 eV
Total charge   +1
Energy above the lowest of the compared OMol25 structures with the same formula, charge and spin   29.8 kcal per mole
HOMO   -13.900 eV
Total energy   -451.808234 Ha

Atoms and positions in Å:
O (2.12124, 0.84274, 1.02292)
N (-0.03339, 1.42577, 0.86102)
N (0.81755, 0.15022, 2.55335)
N (-0.86257, -1.92440, -1.43909)
N (0.84654, -0.57990, -0.52477)
C (-1.07210, 0.58312, -1.16628)
C (0.91941, 0.69457, 1.36034)
C (-0.89850, 1.50409, -0.02360)
C (-0.29013, -0.75938, -1.00994)
H (2.21190, 0.63329, 0.03957)
H (-0.70245, 1.14527, -1.92945)
H (1.38286, -1.51440, -0.58675)
H (-0.47120, -2.87867, -1.51838)
H (-0.03808, 0.22915, 3.07421)
H (-1.76626, -1.99263, -2.02745)
H (-2.20760, 0.50809, -1.44254)
H (1.49643, -0.52620, 2.91489)
H (-1.45365, 2.45929, -0.15804)

---

A single C3H4N2 molecule in a non-equilibrium geometry, computed with ωB97M-V with the def2-TZVPD basis set.

Output
Lowest unoccupied orbital energy   0.72 eV
Energy above the lowest of the compared OMol25 structures with the same formula, charge and spin   59.5 kcal per mole
HOMO   -10.753 eV
Total energy   -226.130340 Ha

Atoms and positions in Å:
N (2.72398, 0.09687, -0.33750)
N (-0.48960, -0.76335, -0.62934)
C (-0.81596, 0.66389, -0.16496)
C (1.61263, -0.16778, 0.04565)
C (0.23972, -0.21042, 0.51361)
H (-1.71897, 0.96490, 0.44834)
H (-1.37007, -1.16058, -0.39316)
H (-0.33031, 1.31825, -0.97776)
H (0.14858, -0.74178, 1.49513)

---

A single C11H13F2N molecule in a non-equilibrium geometry, computed with ωB97M-V with the def2-TZVPD basis set.

Output
Lowest unoccupied orbital energy (alpha / beta)   -0.07 / 0.51 eV
Energy above the lowest of the compared OMol25 structures with the same formula, charge and spin   82.9 kcal per mole
HOMO (alpha / beta)   -5.919 / -8.675 eV
Total energy   -681.266929 Ha

Atoms and positions in Å:
F (-0.13061, 0.35903, 3.55064)
F (1.48472, 1.54726, 2.60846)
N (0.32785, -1.70996, 0.28519)
C (-0.78160, -1.05060, -0.17992)
C (-1.45472, 1.25601, -0.98188)
C (1.53876, -0.97693, 2.41546)
C (0.75067, 0.36911, 2.54876)
C (0.58986, 0.26024, -1.87749)
C (-0.13495, 2.47408, -2.54138)
C (0.78856, 1.45135, -2.60662)
C (-2.11263, -1.49803, 0.41655)
C (-1.26104, 2.38913, -1.72635)
C (1.55598, -1.18043, 0.84931)
C (-0.53357, 0.14423, -0.97825)
H (-2.38331, -0.86356, 1.14513)
H (-2.85999, -1.51236, -0.39558)
H (-1.96181, 3.09757, -1.67137)
H (0.03990, -2.61961, 0.63149)
H (2.59480, -1.05933, 2.63169)
H (-1.90589, -2.43247, 0.78880)
H (2.46802, -1.96489, 0.60922)
H (0.94694, -1.57321, 3.10976)
H (1.76766, -0.31994, 0.25208)
H (0.09333, 3.23505, -3.17805)
H (-2.40042, 1.38451, -0.48698)
H (1.64552, 1.33101, -3.20683)
H (1.32797, -0.53725, -2.01186)

---

A gas-phase ion, C10H22NO4S (charge +1) in a non-equilibrium geometry, computed with ωB97M-V with the def2-TZVPD basis set.

Output
Lowest unoccupied orbital energy   -3.31 eV
Total charge   +1
HOMO   -13.208 eV
Total energy   -1147.620742 Ha

Atoms and positions in Å:
S (-1.34196, 1.55597, -2.94645)
O (-1.43153, -1.27597, 1.07466)
O (-1.66532, 1.72899, -1.24942)
O (-2.10241, 0.36905, -3.59509)
O (-1.94330, 2.86171, -3.59771)
N (-0.27361, -2.59735, -0.60821)
C (1.17930, -0.74163, -1.83291)
C (0.49196, 1.47139, -3.34662)
C (0.89552, -0.30224, 3.21015)
C (0.93183, -1.11842, 1.75958)
C (0.93960, 1.32975, 3.05038)
C (-0.57847, 1.99625, 2.96359)
C (-0.16687, -0.57845, 0.66938)
C (-1.53627, -2.54155, 0.27482)
C (-0.11326, -1.08897, -0.88751)
C (1.41817, 0.85205, -2.13198)
H (1.37532, 1.51898, -1.14423)
H (0.85195, 2.59742, -3.51238)
H (1.65299, 1.70425, 2.19245)
H (2.15429, -1.23369, -1.39012)
H (-0.55313, 2.78085, 2.07944)
H (2.54700, 0.95229, -2.50791)
H (0.67742, 0.93812, -4.39804)
H (0.98041, -1.26608, -2.88487)
H (0.61200, -2.23421, 2.03468)
H (-0.83922, 2.56999, 3.95143)
H (-0.50945, -3.08609, -1.52387)
H (0.01897, -0.69221, 3.91836)
H (-1.40764, 1.18174, 2.74683)
H (1.40616, 1.75020, 4.06400)
H (0.56786, -3.08785, -0.22958)
H (1.90790, -0.60678, 3.76407)
H (-0.17955, 0.58877, 0.58746)
H (-1.67761, -3.40625, 1.05182)
H (-1.20825, -0.84114, -1.28512)
H (2.02331, -1.21256, 1.31569)
H (-2.67606, 1.64471, -1.12330)
H (-2.42806, -2.48102, -0.51345)

---

A molecular structure, C10H23Cl2FInN3O3 in a non-equilibrium geometry, computed with ωB97M-V with the def2-TZVPD basis set.

Output
Lowest unoccupied orbital energy (alpha / beta)   -3.17 / -8.53 eV
Total charge   +1
2S+1   2
⟨S²⟩   0.762
HOMO (alpha / beta)   -11.933 / -11.930 eV
Total energy   -1994.894796 Ha

Atoms and positions in Å:
In (-2.02726, -1.70157, -2.14646)
Cl (4.65812, 0.64394, -3.09814)
Cl (4.23532, 1.75926, -0.30146)
F (0.29099, -0.08109, -1.22858)
O (-2.39750, 1.23897, -2.57927)
O (-2.56957, -0.15115, 0.46242)
O (-0.03442, -3.13342, -0.32876)
N (1.61518, -1.86150, 0.52456)
N (-1.10244, -0.39528, 2.12197)
N (-0.63284, 2.52123, -2.31858)
C (2.87903, -1.61802, 1.29447)
C (0.13393, 3.69106, -2.68744)
C (-2.78902, 3.68287, -2.62443)
C (-3.56097, -0.63839, 2.58586)
C (-0.74207, -0.79273, 3.49360)
C (3.55369, 0.76838, -1.62106)
C (-2.37160, -0.30902, 1.67312)
C (1.02831, -3.06582, 0.33635)
C (1.68600, -4.34062, 0.93209)
C (-1.94135, 2.35154, -2.51418)
H (-3.77445, 3.23978, -2.48053)
H (-4.28431, -1.28301, 2.08652)
H (-0.29356, 4.11515, -3.59602)
H (-1.03368, -1.79427, 3.80979)
H (-1.10506, -0.21661, 4.34473)
H (0.13115, 4.41916, -1.87630)
H (3.01808, -0.61185, 1.68993)
H (-0.38717, -0.17608, 1.44341)
H (3.42511, -0.24588, -1.24312)
H (3.82318, -1.97251, 0.88093)
H (2.58265, -4.51995, 0.33883)
H (-2.56203, 4.39588, -1.83185)
H (1.83209, -4.37531, 2.01170)
H (-0.14848, 1.69640, -1.99432)
H (1.17113, 3.44614, -2.91619)
H (2.77192, -2.10684, 2.26281)
H (-2.80913, 4.17282, -3.59790)
H (-3.29230, -1.04120, 3.56242)
H (1.08574, -5.22850, 0.73345)
H (2.56123, 1.11259, -1.91200)
H (-4.10901, 0.28693, 2.76341)
H (1.13990, -1.14033, 0.00098)
H (0.34558, -0.74129, 3.54331)